Here is a molecular structure, C22H21HoN9O5SSe at a distorted geometry from the Open Molecules 2025 dataset. Energies are from the ωB97M-V functional and the def2-TZVPD basis.

```
60
Properties=species:S:1:pos:R:3:nbo_charge:R:1
Ho -0.066 0.769 0.147 1.85
O 0.675 6.893 2.600 -0.66
C 0.630 5.563 2.241 0.33
C 1.346 5.160 1.083 -0.30
C 1.262 3.855 0.606 0.14
N 0.488 3.027 1.309 -0.51
C -0.041 3.314 2.466 0.14
C -0.056 4.608 3.018 -0.28
C -0.759 2.124 3.097 0.77
O -1.256 2.287 4.188 -0.64
O -0.852 1.147 2.311 -0.82
C 1.945 3.298 -0.632 0.77
O 2.645 3.992 -1.327 -0.63
O 1.643 2.043 -0.790 -0.82
H 1.205 7.306 1.973 0.47
H 1.860 5.927 0.513 0.22
H -0.543 4.832 4.003 0.26
C -4.159 -1.518 -3.017 -0.60
C -3.881 -0.209 -3.845 -0.23
N -3.586 0.832 -2.840 -0.59
C -2.346 0.877 -2.338 0.33
S -2.148 2.006 -1.047 -0.35
N -1.432 0.134 -2.944 -0.48
N -0.259 0.061 -2.294 -0.26
C 0.559 -0.853 -2.676 0.21
C 0.123 -1.833 -3.688 -0.70
C 1.863 -0.995 -2.039 0.21
C 2.911 -1.694 -2.688 -0.23
C 3.974 -2.128 -1.950 -0.16
C 3.973 -1.728 -0.596 -0.25
C 2.873 -1.087 -0.027 0.05
N 1.804 -0.690 -0.787 -0.46
H -4.411 -2.446 -3.687 0.19
H -5.023 -1.361 -2.378 0.21
H -3.296 -1.625 -2.470 0.22
H -4.731 0.166 -4.462 0.19
H -2.922 -0.309 -4.427 0.24
H -4.309 1.354 -2.352 0.41
H 0.400 -2.850 -3.417 0.22
H 0.410 -1.676 -4.748 0.22
H -0.979 -1.968 -3.692 0.26
H 2.785 -1.998 -3.743 0.23
H 4.713 -2.715 -2.432 0.22
H 4.759 -2.020 0.146 0.22
H 2.986 -0.900 1.014 0.22
N -1.332 -1.557 3.359 -0.81
C -0.152 -2.253 3.307 0.37
C 1.154 -1.720 3.114 -0.07
N 2.262 -2.407 3.342 -0.38
C 2.118 -3.720 3.607 -0.11
C 0.865 -4.294 3.630 0.01
N -0.282 -3.579 3.554 -0.44
H -1.349 -0.535 3.156 0.44
H -2.163 -2.122 3.101 0.42
H 1.231 -0.670 2.911 0.18
H 3.040 -4.244 3.785 0.19
H 0.744 -5.396 3.877 0.19
Se -3.568 -3.075 0.923 -0.30
C -2.145 -2.028 0.565 0.19
N -1.205 -1.375 0.391 -0.70
```

As for the spin multiplicity: 5. For the gap between HOMO and LUMO (spin up / spin down), the calculation gives 7.40 / 7.40 eV. For the molar mass, the calculation gives 767.43 g/mol. The total charge is -1. The value obtained for the highest occupied orbital energy (spin up / spin down) is -5.275 / -5.279 eV.

Here is a single C3H6N4O3 molecule at a distorted geometry from the Open Molecules 2025 dataset. Energies are from the ωB97M-V functional and the def2-TZVPD basis.

```
16
Properties=species:S:1:pos:R:3:nbo_charge:R:1
C -0.616 1.913 0.901 0.58
C 0.122 -0.745 -0.444 0.52
C 1.071 -1.906 -0.840 0.74
H -1.794 0.267 0.802 0.40
H -2.518 1.474 1.749 0.39
H -0.139 3.783 0.957 0.36
H -1.536 3.651 0.828 0.37
H 1.684 -0.159 0.640 0.42
H -0.698 -2.609 -1.830 0.55
N -1.810 1.174 1.093 -0.84
N -0.767 3.225 1.153 -0.76
N 0.496 1.455 0.507 -0.41
N 0.719 0.061 0.447 -0.43
O -1.043 -0.654 -0.914 -0.66
O 0.330 -2.738 -1.663 -0.72
O 2.098 -2.030 -0.328 -0.53
```

As for the spin multiplicity: 1. Its energy relative to the best compared isomer or geometry (same formula, charge and spin) is 144.6 kJ/mol. For the gap between HOMO and LUMO, the calculation gives 9.38 eV. For the molar mass, the calculation gives 146.11 g/mol. The SMILES is NC(N)=NNC(=O)C(=O)O. The value obtained for the highest occupied orbital energy is -9.020 eV.

Here is 9 unconnected molecules or ions with the total composition C34H44Br2O29 at a distorted geometry from the Open Molecules 2025 dataset. Energies are from the ωB97M-V functional and the def2-TZVPD basis.

```
109
Properties=species:S:1:pos:R:3:lowdin_charge:R:1
O -0.410 1.489 4.152 0.17
C -1.225 1.784 3.389 -0.52
O -2.281 2.644 3.731 0.04
C -1.247 1.328 1.938 -0.07
C -0.392 0.073 1.692 -0.16
C -1.101 -0.983 0.804 -0.09
C -0.892 -0.720 -0.722 -0.23
C -0.446 0.730 -1.076 -0.48
O -1.176 1.624 -1.213 0.17
O 0.916 0.757 -1.132 0.02
C 1.459 -0.517 -1.450 -0.39
C 2.767 -0.956 -0.766 -0.06
C 4.032 -0.250 -1.318 -0.78
O 5.067 -0.706 -1.179 0.08
Br 3.907 1.434 -2.338 0.74
C 0.227 -1.463 -1.461 -0.43
Br -0.366 -1.352 -3.393 0.83
H -2.008 3.469 3.301 0.12
H -2.279 1.158 1.611 0.13
H -0.910 2.204 1.361 0.13
H 0.584 0.302 1.286 0.08
H -0.203 -0.400 2.659 0.10
H -0.787 -1.986 1.129 0.09
H -2.167 -0.886 1.039 0.10
H -1.788 -1.085 -1.224 0.09
H 1.728 -0.487 -2.511 0.06
H 2.960 -2.026 -0.867 0.14
H 2.717 -0.708 0.303 0.12
H 0.346 -2.537 -1.346 0.10
C -6.427 -2.617 0.766 -0.12
C -6.123 -1.210 0.313 -0.12
O -4.712 -1.253 0.093 0.05
C -4.369 -2.548 -0.142 -0.55
O -3.300 -2.900 -0.523 0.17
O -5.409 -3.380 0.116 0.07
H -7.416 -2.953 0.463 0.13
H -6.325 -2.741 1.846 0.14
H -6.618 -0.955 -0.627 0.13
H -6.376 -0.462 1.060 0.13
C 5.214 3.413 1.576 -0.12
C 5.646 2.083 2.139 -0.12
O 4.399 1.417 2.345 0.07
C 3.491 1.977 1.506 -0.56
O 2.406 1.543 1.309 0.16
O 3.984 3.093 0.921 0.05
H 5.932 3.824 0.869 0.14
H 5.017 4.154 2.353 0.13
H 6.244 1.502 1.433 0.13
H 6.194 2.177 3.073 0.13
C 2.792 -3.793 3.779 -0.13
C 1.801 -2.767 4.255 -0.12
O 1.092 -2.434 3.052 0.05
C 1.212 -3.479 2.202 -0.55
O 0.605 -3.594 1.181 0.14
O 2.113 -4.382 2.661 0.07
H 3.018 -4.541 4.530 0.13
H 3.725 -3.345 3.430 0.14
H 1.092 -3.174 4.979 0.14
H 2.268 -1.891 4.678 0.12
C -1.271 -2.213 -7.245 -0.13
C -0.190 -3.028 -6.581 -0.16
O -0.381 -4.325 -7.150 0.06
C -1.014 -4.164 -8.342 -0.56
O -1.173 -5.027 -9.142 0.16
O -1.440 -2.882 -8.496 0.06
H -0.986 -1.174 -7.396 0.13
H -2.215 -2.245 -6.696 0.13
H 0.814 -2.677 -6.834 0.13
H -0.291 -3.060 -5.499 0.04
C -1.556 4.714 -2.038 -0.11
C -0.277 5.258 -2.621 -0.11
O -0.522 5.180 -4.027 0.07
C -1.865 5.188 -4.214 -0.55
O -2.394 5.301 -5.276 0.14
O -2.523 5.052 -3.041 0.07
H -1.812 5.172 -1.084 0.13
H -1.531 3.632 -1.919 0.10
H -0.102 6.303 -2.352 0.13
H 0.595 4.670 -2.344 0.13
C -2.872 5.252 -8.856 -0.12
C -1.867 4.337 -8.209 -0.12
O -2.157 3.073 -8.815 0.06
C -2.763 3.316 -10.006 -0.57
O -2.984 2.490 -10.832 0.16
O -3.084 4.632 -10.129 0.06
H -2.502 6.267 -8.977 0.13
H -3.820 5.282 -8.315 0.13
H -0.837 4.612 -8.445 0.14
H -1.982 4.288 -7.130 0.10
C -3.026 0.851 7.381 -0.11
C -2.964 0.779 5.877 -0.12
O -3.549 -0.501 5.604 0.07
C -4.346 -0.824 6.654 -0.57
O -5.103 -1.740 6.669 0.16
O -4.165 0.042 7.687 0.06
H -3.162 1.866 7.748 0.13
H -2.145 0.417 7.859 0.13
H -3.564 1.549 5.396 0.13
H -1.954 0.830 5.501 0.10
C 6.972 -3.545 6.192 -0.11
C 6.325 -4.803 6.713 -0.11
O 4.976 -4.386 6.940 0.08
C 4.736 -3.318 6.143 -0.55
O 3.659 -2.838 5.967 0.13
O 5.876 -2.869 5.568 0.07
H 7.765 -3.743 5.474 0.14
H 7.367 -2.913 6.990 0.14
H 6.325 -5.611 5.979 0.14
H 6.779 -5.162 7.633 0.14
```

As for the spin multiplicity: 1. For the gap between HOMO and LUMO, the calculation gives 10.11 eV. For the molar mass, the calculation gives 1076.50 g/mol. The SMILES is O=C(O)CCC[C@H]1C(=O)O[C@@H](CC(=O)Br)[C@@H]1Br.O=C1OCCO1.O=C1OCCO1.O=C1OCCO1.O=C1OCCO1.O=C1OCCO1.O=C1OCCO1.O=C1OCCO1.O=C1OCCO1. The value obtained for the highest occupied orbital energy is -10.186 eV.

Here is a single C5H9I molecule at a distorted geometry from the Open Molecules 2025 dataset. Energies are from the ωB97M-V functional and the def2-TZVPD basis.

```
15
Properties=species:S:1:pos:R:3:nbo_charge:R:1
C -0.149 0.630 1.655 -0.44
C -0.244 0.609 0.317 0.05
C -1.047 1.575 -0.443 -0.67
C 0.442 -1.928 -0.501 -0.66
C 0.757 -0.480 -0.631 -0.31
I 2.628 0.001 0.348 0.05
H 0.567 -0.076 2.075 0.20
H -0.735 1.218 2.286 0.21
H -0.417 2.139 -1.167 0.22
H -1.988 1.107 -0.819 0.22
H -1.500 2.203 0.237 0.22
H -0.588 -2.085 -1.022 0.22
H 1.164 -2.562 -1.108 0.23
H 0.257 -2.292 0.458 0.23
H 0.854 -0.058 -1.685 0.23
```

As for the spin multiplicity: 1. Its energy relative to the best compared isomer or geometry (same formula, charge and spin) is 147.7 kJ/mol. For the gap between HOMO and LUMO, the calculation gives 9.21 eV. For the molar mass, the calculation gives 196.03 g/mol. The SMILES is C=C(C)[C@H](C)I. The value obtained for the highest occupied orbital energy is -8.566 eV.

Here is a single C4H7NS3 molecule at a distorted geometry from the Open Molecules 2025 dataset. Energies are from the ωB97M-V functional and the def2-TZVPD basis.

```
15
Properties=species:S:1:pos:R:3:nbo_charge:R:1
C -1.731 0.389 -0.017 -0.08
C 0.878 -0.804 -0.014 -0.38
C 1.537 0.009 -1.164 -0.49
C 1.590 -0.030 1.123 -0.50
H -3.712 0.991 0.080 0.42
H -3.472 -0.723 0.037 0.39
H 1.298 -1.795 -0.042 0.24
H 1.980 -0.582 -1.958 0.21
H 0.835 0.807 -1.598 0.24
H 1.951 -0.641 1.939 0.21
H 1.010 0.750 1.657 0.24
N -3.091 0.171 -0.026 -0.79
S -1.025 1.896 0.003 -0.15
S -0.880 -1.165 -0.008 0.29
S 2.831 0.727 -0.012 0.15
```

As for the spin multiplicity: 1. Its energy relative to the best compared isomer or geometry (same formula, charge and spin) is 39.6 kJ/mol. For the gap between HOMO and LUMO, the calculation gives 8.84 eV. For the molar mass, the calculation gives 165.31 g/mol. The SMILES is NC(=S)SC1CSC1. The value obtained for the highest occupied orbital energy is -8.484 eV.

Here is a molecular structure, C22H21F5IrN7O2Se at a distorted geometry from the Open Molecules 2025 dataset. Energies are from the ωB97M-V functional and the def2-TZVPD basis.

```
59
Properties=species:S:1:pos:R:3:nbo_charge:R:1
Ir -0.375 -1.596 -0.162 0.97
N -0.516 -1.130 1.973 -0.81
C -0.164 0.286 2.260 -0.19
C -1.033 0.955 3.324 -0.42
C -2.546 0.888 3.107 -0.42
C -3.095 1.528 1.833 -0.22
N -2.792 2.958 1.792 -0.57
C -2.504 3.691 0.719 0.70
N -2.503 3.159 -0.502 -0.75
N -2.286 4.997 0.863 -0.75
C -0.169 1.056 0.960 0.77
O 0.072 2.229 0.907 -0.57
O -0.498 0.343 -0.132 -0.72
H -1.485 -1.324 2.213 0.40
H 0.050 -1.760 2.531 0.42
H 0.872 0.315 2.604 0.26
H -0.703 1.992 3.395 0.25
H -0.808 0.490 4.286 0.24
H -3.023 1.372 3.963 0.24
H -2.903 -0.146 3.145 0.21
H -4.178 1.396 1.814 0.23
H -2.697 1.042 0.942 0.19
H -2.816 3.442 2.676 0.42
H -2.414 2.164 -0.635 0.43
H -2.199 3.725 -1.277 0.42
H -2.322 5.444 1.762 0.43
H -2.022 5.569 0.079 0.43
N 8.838 0.737 -4.687 -0.22
C 7.948 0.329 -4.087 0.24
C 6.829 -0.169 -3.323 -0.14
C 5.534 0.196 -3.673 -0.14
C 4.462 -0.252 -2.923 -0.18
C 4.691 -1.077 -1.833 0.11
C 5.973 -1.464 -1.488 -0.21
C 7.046 -1.003 -2.233 -0.13
N 3.569 -1.547 -1.046 -0.30
C 3.637 -2.196 0.170 -0.04
C 2.367 -2.486 0.536 -0.08
N 1.520 -2.026 -0.461 -0.44
C 2.279 -1.459 -1.390 0.23
H 5.367 0.831 -4.532 0.25
H 3.466 0.068 -3.196 0.21
H 6.163 -2.128 -0.657 0.23
H 8.052 -1.301 -1.973 0.25
H 4.561 -2.383 0.686 0.26
H 2.013 -3.033 1.391 0.24
H 1.908 -1.040 -2.309 0.24
F -6.718 -1.075 0.368 -0.25
C -5.545 -1.428 -0.107 0.32
C -5.101 -2.735 0.038 0.28
F -5.857 -3.618 0.659 -0.25
C -3.862 -3.089 -0.460 0.36
F -3.450 -4.333 -0.294 -0.27
C -3.038 -2.162 -1.107 -0.42
Se -1.391 -2.766 -1.870 0.23
C -3.512 -0.856 -1.230 0.32
F -2.784 0.092 -1.827 -0.30
C -4.748 -0.488 -0.735 0.28
F -5.161 0.774 -0.846 -0.28
```

As for the spin multiplicity: 1. Its energy relative to the best compared isomer or geometry (same formula, charge and spin) is 80.2 kJ/mol. For the gap between HOMO and LUMO (spin up / spin down), the calculation gives 7.05 / 7.05 eV. For the molar mass, the calculation gives 781.62 g/mol. The total charge is +2. The value obtained for the highest occupied orbital energy (spin up / spin down) is -13.997 / -13.997 eV.